Entry 1:
CsH48O24 | wB97M-V/def2-TZVPD

Output
LUMO ... -3.8 eV
Net charge ... +1
E_HOMO ... -12.162 eV
Kohn-Sham gap ... 8.37 eV

Last column: Löwdin charge in e.
Positions of all 73 atoms, in Å:
Cs  9.636245  11.714375  10.387455  1.18
O  10.583595  9.655905  12.978905  -0.06
H  11.063155  10.198195  13.605145  0.06
H  10.181675  8.970825  13.513105  0.07
O  7.576905  12.915325  14.290815  -0.03
H  7.058175  12.113575  14.356755  0.06
H  7.355315  13.274555  13.431695  0.01
O  11.933535  12.788745  8.450915  -0.10
H  12.780245  12.932445  8.873615  0.03
H  12.141315  12.289875  7.660865  0.00
O  10.451315  13.598215  5.259055  -0.04
H  10.790935  12.843075  5.739315  -0.03
H  9.502035  13.546335  5.370465  0.02
O  10.640625  8.828765  10.330205  -0.16
H  10.458425  8.847195  11.269725  -0.02
H  11.578335  8.645915  10.271135  -0.01
O  7.563455  15.786775  12.832755  -0.03
H  7.499185  15.600875  11.895985  0.00
H  6.668295  15.691925  13.158215  0.06
O  9.261265  16.942815  10.011835  -0.03
H  9.915825  16.472245  9.495755  0.00
H  9.714715  17.172075  10.823045  0.03
O  12.217455  14.891885  11.538405  -0.04
H  12.901115  14.960265  10.871935  0.04
H  12.235175  13.973325  11.807015  -0.04
O  12.077585  9.132705  7.254725  -0.01
H  12.155185  8.206335  7.026555  0.09
H  12.787035  9.286435  7.878635  0.05
O  6.905215  10.748845  8.418525  -0.07
H  7.471635  10.192825  7.883495  0.00
H  6.071695  10.279505  8.453195  0.07
O  5.143915  8.598035  10.886755  -0.03
H  5.836595  7.943525  10.976475  0.03
H  5.575445  9.431485  11.074855  0.00
O  12.412305  12.335985  11.880135  -0.08
H  12.476245  11.940755  12.749585  0.07
H  13.092445  11.899265  11.367385  0.06
O  5.259845  13.838285  7.964915  -0.05
H  4.655255  14.530345  7.697025  0.04
H  5.916565  14.286415  8.497955  -0.02
O  6.740925  12.816495  11.414885  -0.09
H  6.441915  13.519795  10.838515  0.02
H  5.984605  12.235575  11.496955  0.06
O  13.305785  8.956255  10.351825  -0.02
H  13.811465  8.171045  10.561495  0.08
H  13.965765  9.626065  10.172915  0.06
O  10.261975  16.570085  13.115695  -0.05
H  10.620675  15.683955  13.067285  -0.01
H  9.327745  16.442165  13.280245  -0.01
O  10.754305  16.113095  7.479835  -0.03
H  11.362985  15.705465  8.095935  0.02
H  10.199245  15.393515  7.179265  0.02
O  11.737255  11.340345  5.920455  -0.05
H  11.738005  10.503305  6.384785  -0.02
H  12.139775  11.145655  5.074105  0.08
O  8.066995  13.019815  7.912855  -0.12
H  7.737045  12.185935  8.247535  -0.09
H  7.610715  13.141675  7.080275  0.04
O  8.839855  9.220475  7.347045  -0.02
H  9.716595  9.238895  7.730725  0.02
H  8.907965  8.598615  6.622545  0.07
O  9.289725  6.228465  9.698555  -0.05
H  9.944995  5.724025  9.216495  0.03
H  9.684845  7.093555  9.806915  -0.03
O  9.821595  13.869385  15.222315  -0.04
H  8.998575  13.500185  14.902055  -0.05
H  10.500965  13.373445  14.765445  0.00
O  7.770125  9.595975  12.167135  -0.08
H  7.912685  9.788595  13.093855  0.04
H  7.526705  8.670415  12.149075  0.05
O  6.530465  15.809775  10.003105  -0.03
H  6.129715  16.655235  10.205175  0.07
H  7.407365  16.029005  9.688125  0.02

Atomic forces in eV per Å
Cs -0.4 0.3 -0.1
O 0.0 0.2 0.0
H 0.2 0.1 0.2
H -0.1 -0.3 0.3
O -0.3 -0.4 0.1
H -0.2 -0.1 0.2
H -0.1 0.4 -0.6
O -0.2 -0.1 0.8
H 0.2 0.3 0.0
H 0.0 -0.1 -0.9
O -0.2 0.7 -0.1
H 0.1 -0.4 0.1
H -0.2 0.0 -0.1
O -0.8 -0.3 -0.7
H 0.0 0.1 0.4
H 0.4 0.2 0.0
O 0.1 -0.3 0.4
H -0.1 0.1 -0.6
H -0.2 0.1 0.2
O -0.6 -0.2 -0.1
H 0.2 0.1 -0.5
H 0.1 0.0 0.7
O -0.3 0.7 -0.2
H 0.2 0.3 -0.1
H 0.1 -0.1 0.0
O -0.2 -0.3 0.3
H 0.0 -0.3 -0.2
H 0.2 0.0 0.3
O -0.3 0.0 0.6
H 0.5 -0.6 -0.4
H -0.4 0.1 0.1
O -0.3 0.0 -0.1
H 0.0 -0.3 -0.2
H 0.2 0.2 0.1
O -0.3 -0.8 0.1
H 0.1 0.0 0.4
H 0.2 -0.1 -0.2
O -0.1 -0.4 -0.2
H -0.2 0.2 -0.1
H 0.3 0.3 0.2
O 0.4 -0.2 0.3
H -0.1 0.5 -0.4
H -0.2 -0.2 -0.1
O 0.2 0.1 -0.2
H 0.2 -0.4 0.2
H 0.2 0.2 0.0
O 0.3 0.4 -0.3
H 0.2 -0.1 0.0
H -0.5 -0.1 0.2
O -0.1 0.4 0.4
H 0.3 -0.2 0.0
H 0.0 -0.4 -0.3
O 0.2 0.5 0.1
H -0.1 -0.6 0.1
H 0.1 0.2 -0.3
O 1.2 0.9 0.2
H -0.9 -0.3 -0.1
H -0.3 0.0 -0.1
O 0.0 0.0 -0.1
H 0.4 0.0 0.3
H -0.2 -0.1 -0.3
O -0.3 -0.2 0.0
H 0.1 -0.3 -0.1
H 0.2 0.6 0.1
O 0.9 0.3 0.3
H -0.6 -0.2 -0.1
H 0.2 0.0 0.0
O 0.1 0.2 -0.3
H 0.0 0.2 0.3
H -0.1 -0.3 0.0
O -0.4 -0.8 0.1
H -0.2 0.3 0.0
H 0.8 0.4 -0.1

Entry 2:
C4H7NO2 | wB97M-V/def2-TZVPD

Output
LUMO (spin up / spin down) ... 0.9 / -2.0 eV
Net charge ... 0
Spin multiplicity ... 3
E_HOMO (spin up / spin down) ... -5.000 / -9.559 eV
Kohn-Sham gap (spin up / spin down) ... 5.93 / 7.52 eV
Expectation value of S² ... 2.01

Last column: Mulliken spin population.
Positions of all 14 atoms, in Å:
C  0.228820  1.302386  0.185852  0.97
C  -0.374568  0.140580  -0.084548  0.54
C  0.730476  -0.874210  -0.403773  0.09
C  -1.827046  -0.056940  -0.048846  -0.02
N  1.798328  1.019423  0.181412  0.20
O  1.907226  -0.178707  -0.566330  0.01
O  0.832868  -2.006974  0.475488  0.03
H  -0.208896  2.314121  0.530332  0.00
H  0.536692  -1.376883  -1.409346  0.06
H  -2.376270  0.822562  -0.198201  0.02
H  -2.335673  -0.403793  0.882681  0.09
H  -1.986855  -0.888207  -0.674073  0.02
H  2.263632  1.762264  -0.245800  0.00
H  0.811264  -1.575625  1.375151  -0.01

Atomic forces in eV per Å
C 6.2 8.1 1.9
C -1.6 -6.4 -0.4
C -2.6 -1.7 -1.7
C 1.0 -1.5 1.5
N -6.2 -0.6 1.3
O 1.2 0.7 0.0
O 0.0 1.9 1.2
H 1.3 -2.0 -0.5
H 0.2 0.6 1.0
H -0.7 1.4 -1.2
H 0.9 0.0 0.3
H -1.0 -0.7 -1.4
H 1.3 1.2 -1.1
H 0.1 -1.0 -1.0

Entry 3:
C5H10N2 | wB97M-V/def2-TZVPD

Output
LUMO ... 1.0 eV
Net charge ... 0
SMILES ... [H]/N=C/N1C[C@@H]1CC
E_HOMO ... -8.891 eV
Kohn-Sham gap ... 9.91 eV

Last column: Löwdin charge in e.
Positions of all 17 atoms, in Å:
H  3.575526  -1.189856  0.621133  0.01
N  2.988896  -0.391710  0.642375  0.08
C  2.157510  -0.457738  -0.309525  -0.32
N  1.216408  0.527250  -0.613784  -0.07
C  0.539748  1.509010  0.299207  -0.04
C  -0.259139  0.508952  -0.528737  -0.26
C  -1.093064  -0.773577  -0.201762  -0.20
C  -2.360600  -0.232025  0.458758  -0.12
H  2.279659  -1.271482  -1.078348  0.13
H  0.627218  1.203215  1.345878  0.11
H  0.767121  2.521263  0.093275  0.09
H  -0.545070  1.014563  -1.469224  0.13
H  -0.505029  -1.529840  0.287688  0.09
H  -1.363408  -1.234101  -1.263015  0.15
H  -2.660570  0.548330  -0.280575  0.09
H  -2.307317  0.313286  1.355438  0.05
H  -3.057888  -1.065541  0.641210  0.08

Atomic forces in eV per Å
H 0.9 -0.8 -0.1
N -1.0 1.0 0.5
C -0.2 -0.2 -0.5
N -0.3 0.4 0.4
C 0.8 -3.9 0.9
C 1.5 0.3 -2.2
C 0.2 1.6 -1.9
C -0.5 -1.0 -1.9
H -0.8 0.7 0.5
H 0.1 0.4 -0.1
H -0.4 0.9 -0.4
H -0.7 -0.6 0.5
H 0.1 -0.1 0.7
H 0.4 0.9 2.2
H -0.8 -0.9 0.5
H 0.9 0.4 1.4
H -0.3 0.6 -0.5

Entry 4:
C3H9N2O2 | wB97M-V/def2-TZVPD

Output
LUMO ... -3.4 eV
Net charge ... +1
E_HOMO ... -13.600 eV
Kohn-Sham gap ... 10.15 eV

Last column: Löwdin charge in e.
Positions of all 16 atoms, in Å:
C  -3.697662  -1.418459  1.209370  -0.02
C  0.974340  -2.008792  0.137325  0.02
C  1.818164  0.241003  0.377690  0.15
N  -2.069292  1.664163  -0.058738  0.26
N  0.781210  -0.567507  0.172702  -0.34
O  -4.403595  -2.244383  1.449713  0.06
O  -0.364835  -0.204767  -0.178237  -0.11
H  -0.027520  -2.549228  0.028237  0.14
H  1.685220  -2.189925  -0.662184  0.11
H  1.416301  -2.313270  1.046309  0.09
H  2.699636  -0.184323  0.857414  0.11
H  -2.420452  1.442547  0.816986  0.08
H  1.855990  1.298748  0.163089  0.10
H  -1.848803  2.593558  -0.279691  0.11
H  -2.638917  1.306842  -0.835640  0.15
H  -1.156608  0.961325  -0.233327  0.10

Atomic forces in eV per Å
C 0.7 0.9 -0.3
C -1.1 -1.1 -0.4
C -1.1 -1.8 0.4
N 1.7 -2.6 -3.7
N 3.4 2.1 0.4
O -0.7 -0.8 0.2
O -2.1 0.6 -1.0
H 1.6 1.1 -0.1
H -0.3 -0.4 -0.2
H 0.5 -0.4 1.1
H -0.3 -0.2 -0.5
H -1.1 -0.1 2.0
H -0.8 0.0 0.0
H 0.3 1.7 0.3
H -0.5 0.2 0.7
H -0.3 0.8 1.0

Q: Which value of net charge does entry 3 give?
A: 0